Record 1
# C17H46ClO20S6

7 unconnected molecules or ions with the total composition C17H46ClO20S6 (ωB97M-V with the def2-TZVPD basis set, OMol25).

```
! wB97M-V def2-TZVPD RIJCOSX def2/J DEFGRID3
* xyz -1 1
Cl -0.82640 1.09018 -0.85675
S -4.38452 -3.11532 8.12506
S 1.79497 -3.53553 -9.53838
S 4.95243 -4.81393 -0.56962
S -1.89633 8.65311 1.80715
S -0.59709 3.23061 -8.13749
S 2.41777 -1.63063 6.37267
O -3.29884 -4.00844 8.58711
O -5.28155 -3.43827 7.06498
O -0.56256 9.02083 2.24318
O 0.84454 3.74909 -7.89101
O -3.03290 9.47266 2.24649
O 0.95452 -3.90931 -8.18841
O 3.71735 -5.20826 -1.58216
O -1.67844 1.36320 0.29373
O 0.51563 1.60327 -0.67296
O 3.21944 -0.49087 5.78875
O 2.46828 -4.75261 -9.95632
O 2.98438 -2.93596 6.64825
O -1.34018 1.80216 -1.99135
O -0.79568 -0.32129 -1.19126
O -1.94816 8.43801 0.20235
O 1.62913 -1.09898 7.76841
O -3.61241 -1.71653 7.68257
O 4.51109 -5.25460 0.74638
O 6.23448 -5.22575 -1.13738
O 0.92713 -2.77970 -10.44311
C 3.92421 -5.16561 -3.00903
C 0.39510 -2.79719 -7.47840
C -4.34407 -0.62988 7.07471
C -5.35419 -2.44827 9.59317
C -3.46752 0.63461 7.01977
C -0.86052 7.72283 -0.49058
C -1.65005 4.59963 -7.54071
C 4.68690 -3.01960 -0.63667
C 3.10096 -2.39451 -8.87901
C 0.32145 -1.52031 9.75259
C 3.77434 -6.50025 -3.74829
C 1.26673 -2.06356 8.76927
C -1.04501 3.47443 -9.89253
C -0.71296 -3.31115 -6.54559
C 0.00830 8.76480 -1.23631
C 0.89658 -1.98600 5.35618
C -2.31857 6.89464 2.27460
H 0.42592 -2.77198 5.94680
H 0.87244 -0.82451 10.38534
H -4.78468 -1.83025 10.28729
H 4.43406 -7.28334 -3.37459
H -1.71203 4.52345 -6.45514
H 5.04585 -2.78103 -1.63784
H -0.18291 7.22145 0.20048
H 1.06408 8.49893 -1.28863
H -1.20554 5.52793 -7.89960
H -2.40367 6.77128 3.35425
H -1.46537 6.33988 1.88425
H 0.29831 -1.08959 5.19299
H -0.07417 -2.22102 10.48783
H -0.38291 8.92243 -2.24139
H -0.02742 9.74738 -0.76583
H -0.71446 4.49250 -10.09838
H -2.44416 0.35141 7.26599
H -5.58030 -3.39324 10.08713
H -3.54224 0.95712 5.98126
H -4.80984 -0.87210 6.11946
H 2.14203 -2.38138 9.33579
H -6.29729 -1.95098 9.36650
H -1.23328 -2.51981 -6.00601
H 3.17304 -4.46381 -3.37140
H -2.61352 4.58140 -8.05010
H -0.49563 -0.94014 9.32377
H 3.93089 -2.23910 -9.56834
H 1.28534 -2.51948 4.48880
H 5.28368 -2.61998 0.18325
H 0.89913 -2.96165 8.27287
H 1.14415 -2.21160 -6.94539
H 4.06753 -6.43037 -4.79579
H -0.59124 2.74892 -10.56769
H 3.64596 -2.74328 -0.46878
H -0.08792 -2.10944 -8.17251
H -5.18532 -0.21798 7.63216
H -3.28142 6.64694 1.82778
H 2.57490 -1.50872 -8.52301
H -1.21393 6.98660 -1.21249
H -1.35921 -3.98853 -7.10381
H -2.10897 3.29032 -10.04148
H 2.81071 -7.00153 -3.65751
H -3.74377 1.40784 7.73663
H 3.36165 -2.99992 -8.01090
H 4.89343 -4.71735 -3.22763
H -0.34976 -3.86562 -5.68028
*
```

Properties
- Gap between HOMO and LUMO: 7.541 eV



Record 2
# C7H9N3OS

C7H9N3OS in the gas phase (ωB97M-V with the def2-TZVPD basis set, OMol25).

```
! wB97M-V def2-TZVPD RIJCOSX def2/J DEFGRID3
* xyz 0 1
S 1.97259 -1.49129 -0.16578
O -1.65020 -2.37112 -0.35536
N 3.75845 0.06235 -1.38110
N 2.73382 0.98486 0.71587
N -0.35280 1.10704 0.34199
C -1.43299 1.70720 -0.23962
C -0.60358 -0.30750 0.51953
C -2.68223 1.05987 -0.47338
C 2.87958 0.07689 -0.36170
C -2.77904 -0.21298 -0.50830
C -1.58330 -0.98252 -0.28309
C 0.54157 -1.17956 0.99548
H 1.76399 1.09160 0.89261
H -3.51533 1.76663 -0.75623
H 3.10863 1.86372 0.73433
H -2.76939 -2.63792 -0.31844
H 0.10582 -2.15012 1.12754
H -3.66971 -0.99573 -0.65226
H 0.99041 -0.96366 2.00856
H -1.37540 2.74761 -0.36508
H 4.55912 0.82462 -1.47555
*
```

Properties
- Structure (SMILES): [H]/N=C(\N)SCc1ncccc1O
- ΔE to the lowest compared entry with this formula, charge and spin: 2.426 eV
- Gap between HOMO and LUMO: 8.465 eV



Strongest force on any atom values (in eV Å⁻¹) by entry order: 4.854, 8.250.
Total energy values (in eV) by entry order: -136847.309, -24754.701.
LUMO level values (in eV) by entry order: 1.552, -0.029.